No. 1
95
Properties=species:S:1:pos:R:3:mulliken_charge:R:1 method="wB97M-V/def2-TZVPD" homo_energy_ev="-15.23 / -15.29" gap_ev="7.24 / 7.21" charge=+3
W -0.89970 0.55997 0.08614 2.3547
O -0.63886 -0.50085 1.87098 -0.2082
S -0.35046 -0.07406 3.35254 0.4628
C 1.05693 -1.13098 3.74347 -1.3031
C 2.18848 -0.92535 2.74741 0.7805
C 2.71594 0.50441 2.68207 -0.3326
C 3.47813 0.82360 1.40965 -1.0895
S 2.51080 0.45361 -0.08540 0.5658
O 1.10663 1.05490 0.24548 0.1368
C 3.23927 1.60883 -1.20271 0.7500
C 4.13066 1.10783 -2.14155 -0.5820
C 4.77641 1.99820 -2.98942 -0.7865
C 4.51196 3.35687 -2.89722 -0.5668
C 3.61034 3.84284 -1.95324 -0.7378
C 2.97230 2.96995 -1.08875 -0.6577
C -1.62832 -0.80745 4.30560 0.7265
C -2.02312 -2.12806 4.09482 -0.2141
C -3.02980 -2.65080 4.88261 -0.9484
C -3.61807 -1.86636 5.87319 -0.5059
C -3.21803 -0.55486 6.07252 -0.7427
C -2.22064 -0.00938 5.27591 -0.5335
H 0.69775 -2.16012 3.72896 0.5691
H 1.32775 -0.87439 4.77016 0.6397
H 1.83166 -1.25499 1.76948 -0.9824
H 2.99497 -1.61046 3.01677 0.6982
H 3.38003 0.71068 3.52339 0.6981
H 1.89740 1.22242 2.76652 -0.2907
H 4.37917 0.21663 1.28930 0.4981
H 3.75905 1.87546 1.36330 0.6548
H 4.33590 0.04520 -2.20403 0.5058
H 5.48639 1.62958 -3.71710 0.5042
H 5.01633 4.04750 -3.55962 0.4533
H 3.42371 4.90602 -1.88253 0.4910
H 2.28033 3.33560 -0.33862 0.3025
H -1.56336 -2.72814 3.31825 0.2066
H -3.35558 -3.67151 4.73666 0.4714
H -4.39854 -2.28752 6.49261 0.4298
H -3.68425 0.04597 6.84074 0.4304
H -1.90418 1.01745 5.41285 0.4557
C -0.13833 2.82105 -3.52235 -0.5162
C -1.03537 2.58977 -2.36000 0.3015
O -0.94878 1.50014 -1.72176 -0.1486
N -1.94140 3.48315 -2.01712 -0.0381
C -2.81117 3.31324 -0.85162 -1.3134
C -2.06642 3.59908 0.43541 1.2555
C -2.26702 4.81855 1.06126 -1.0093
C -1.53323 5.15163 2.18906 -0.6365
C -0.58872 4.25050 2.64582 -1.4109
C -0.45076 3.04865 1.98124 0.3253
N -1.17734 2.69755 0.90983 0.0321
H -0.22945 1.97285 -4.20206 -0.0211
H 0.89325 2.84582 -3.16533 -0.0163
H -0.36487 3.74588 -4.04742 0.5173
H -2.02559 4.32053 -2.57469 0.3177
H -3.23347 2.31278 -0.86597 -0.0015
H -3.63318 4.01633 -0.95390 0.7058
H -2.99870 5.50702 0.66101 0.5212
H -1.68944 6.09890 2.68770 0.4814
H 0.02784 4.46308 3.50748 0.5538
H 0.27742 2.32492 2.31453 0.1737
O -2.89864 0.49575 0.40756 -0.7937
C -2.46573 -0.54971 -0.17189 0.0490
C -2.95012 -1.79455 -0.67145 -0.0520
C -4.24034 -2.31786 -0.61951 -0.4833
C -4.44580 -3.57584 -1.16186 -0.7298
C -3.38969 -4.28437 -1.73443 -0.7442
C -2.10249 -3.75332 -1.78748 -0.1566
C -1.88930 -2.49659 -1.25510 -0.2275
P -0.32519 -1.55909 -1.20896 1.5364
C 0.03169 -1.16478 -2.94316 0.9964
C 1.30726 -0.74271 -3.31854 -0.0976
C 1.56749 -0.36461 -4.62563 -1.1221
C 0.55092 -0.39392 -5.57241 -0.9196
C -0.72565 -0.79248 -5.20212 -0.8863
C -0.98856 -1.17316 -3.89240 -0.9439
C 0.86424 -2.79729 -0.63216 1.2068
C 1.84548 -3.36870 -1.43912 -0.7726
C 2.65823 -4.37435 -0.93094 -0.8210
C 2.48410 -4.82601 0.36826 -0.7731
C 1.48779 -4.27775 1.16771 -0.4912
C 0.68368 -3.26571 0.67269 -0.4770
H -5.04910 -1.76210 -0.16404 0.6200
H -5.43193 -4.01890 -1.13778 0.4833
H -3.57550 -5.26752 -2.14638 0.5168
H -1.29427 -4.31830 -2.23530 0.5742
H 2.11150 -0.74103 -2.59535 0.1247
H 2.56624 -0.06147 -4.91258 0.5264
H 0.75599 -0.11639 -6.59781 0.4466
H -1.51846 -0.82486 -5.93762 0.4743
H -1.98810 -1.49226 -3.62664 0.4102
H 1.96930 -3.05947 -2.46739 0.5541
H 3.41564 -4.81931 -1.56224 0.5100
H 3.10998 -5.62032 0.75243 0.4714
H 1.33147 -4.65603 2.17014 0.5259
H -0.10280 -2.84468 1.28914 0.0874

***

No. 2
97
Properties=species:S:1:pos:R:3:mulliken_charge:R:1 method="wB97M-V/def2-TZVPD" homo_energy_ev=-2.16 gap_ev=6.54 charge=-2
Y -0.34555 0.59784 -0.65122 -1.0293
O -0.88928 2.71709 -1.69695 -0.7417
C -1.61613 3.66188 -1.21996 0.3080
C -2.51834 4.37384 -2.05798 -0.5275
C -3.27577 5.42258 -1.59587 -0.5256
C -3.18904 5.84163 -0.26467 -0.6584
C -2.31716 5.18309 0.57462 -0.8729
C -1.53106 4.10959 0.13808 0.6070
C -0.58022 3.54640 1.06067 -0.5482
N 0.11922 2.48948 0.85967 2.0388
N 1.13851 2.31283 1.77814 -1.0549
C 1.69104 1.12844 1.74952 -0.0701
O 1.29217 0.10883 1.09171 1.6808
C 2.91637 0.99910 2.59352 0.0041
C 3.78536 -0.06372 2.36938 -0.0215
C 4.94784 -0.18442 3.11650 -1.0705
C 5.24588 0.74885 4.09891 -0.4711
C 4.37092 1.80256 4.33744 -0.8161
C 3.21214 1.92843 3.58974 -0.3685
H -2.59498 4.05616 -3.09199 0.4164
H -3.94832 5.93998 -2.27213 0.3567
H -3.79357 6.66584 0.09344 0.3614
H -2.22919 5.49606 1.61125 0.3103
H -0.40097 4.10418 1.98351 0.1565
H 3.53824 -0.77958 1.59550 0.5036
H 5.62598 -1.00938 2.93139 0.4101
H 6.16080 0.66275 4.67454 0.3722
H 4.60387 2.52916 5.10797 0.3911
H 2.50862 2.73247 3.75298 0.4832
N -2.71062 0.64942 -3.45785 -0.5831
C -3.91627 0.85898 -2.66006 -0.8424
C -3.78725 0.97262 -1.11417 0.4619
O -4.83553 1.18860 -0.50362 -0.8258
O -2.63626 0.81553 -0.58730 -0.6199
H -2.05737 1.40592 -3.26905 0.3079
H -2.25404 -0.19864 -3.13289 -0.3055
H -4.59993 0.02981 -2.85750 0.3820
H -4.41058 1.77195 -2.99661 0.3933
N 1.95177 -2.42424 0.07025 -0.2991
C 2.35035 -2.63768 -1.23798 0.1804
C 2.36763 -3.94136 -1.75017 -0.5673
C 2.85019 -4.21694 -3.01593 -0.4244
C 3.35421 -3.19121 -3.80323 -0.9923
C 3.35556 -1.89981 -3.29472 -0.1456
C 2.85184 -1.59382 -2.03206 -0.1967
C 2.97017 -0.16613 -1.58690 1.2567
C 4.29197 0.23036 -1.36107 -0.3782
C 4.62205 1.55330 -1.13152 -0.8367
C 3.61152 2.49456 -1.20726 -0.6516
C 2.29464 2.09160 -1.39466 -0.0167
C 1.87743 0.74584 -1.54262 0.6267
H 1.15215 -2.96433 0.36352 0.3930
H 1.88067 -1.45393 0.35798 -0.6882
H 1.99865 -4.75047 -1.12993 0.4444
H 2.83266 -5.23457 -3.39077 0.3509
H 3.74607 -3.39090 -4.79367 0.3431
H 3.73238 -1.08506 -3.90192 0.4031
H 5.07056 -0.52708 -1.35094 0.3788
H 5.64756 1.84288 -0.92948 0.3459
H 3.84331 3.54987 -1.10291 0.3601
H 1.55037 2.88216 -1.44403 0.1621
C -3.17544 -2.56137 -3.05995 -1.7296
Si -1.42721 -2.60304 -2.27242 0.5326
C -0.96799 -4.47335 -2.22184 -1.4916
C -0.25203 -1.78416 -3.51658 -0.9863
N -1.29778 -1.81114 -0.76338 2.0555
C -2.05394 -2.23168 0.29360 -0.2618
C -2.90208 -3.36091 0.26138 -1.1871
C -3.64911 -3.78417 1.34782 -1.1498
C -3.58509 -3.10478 2.55024 -1.0013
C -2.77466 -1.97589 2.62723 -0.6830
C -2.04243 -1.54949 1.53739 0.5360
O -1.30524 -0.37007 1.59278 0.6470
C -1.07303 0.15825 2.84274 -0.6124
C -0.15104 -0.42419 3.70222 0.3253
C 0.15584 0.20277 4.89717 -0.6174
C -0.48429 1.38346 5.25194 -0.5907
C -1.43495 1.93485 4.40656 -0.6477
C -1.73385 1.32218 3.19927 -0.3545
H -3.21621 -1.87083 -3.90566 0.4860
H -3.89797 -2.20583 -2.31917 0.4227
H -3.51326 -3.54088 -3.40640 0.4171
H -1.83120 -5.11240 -2.42623 0.4613
H -0.57865 -4.75374 -1.23868 0.2558
H -0.19582 -4.71024 -2.95638 0.3825
H 0.34533 -2.53071 -4.04295 0.4372
H 0.44375 -1.10486 -3.01854 0.1257
H -0.80039 -1.20770 -4.26595 0.5146
H -2.97910 -3.91088 -0.66872 0.1928
H -4.29532 -4.64923 1.24211 0.3841
H -4.17126 -3.41699 3.40511 0.3577
H -2.72483 -1.40978 3.54803 0.5019
H 0.35550 -1.33111 3.39849 0.5018
H 0.91982 -0.21417 5.54188 0.3465
H -0.23224 1.87940 6.18205 0.3611
H -1.94019 2.85405 4.67776 0.4271
H -2.45687 1.73947 2.50846 0.6002

***

No. 3
97
Properties=species:S:1:pos:R:3:lowdin_spin:R:1 method="wB97M-V/def2-TZVPD" multiplicity=5 homo_energy_ev="-6.73 / -6.80" s2=6.01 gap_ev="6.69 / 6.78"
Fe -0.51380 -1.36240 -0.53208 3.6931
C -3.36934 1.72150 1.39018 0.0000
C -2.69942 0.84315 0.50154 0.0095
N -1.74071 0.03471 0.86552 0.0327
C -1.42065 -0.02738 2.15805 0.0016
C -1.98755 0.79789 3.11687 0.0002
C -3.00072 1.69754 2.73477 0.0043
C -1.54981 0.76799 4.43900 0.0049
C -0.57317 -0.14295 4.76721 -0.0003
C -0.03899 -1.05188 3.88259 0.0062
C -0.38872 -0.98730 2.52012 0.0037
N 0.01594 -1.79222 1.48515 0.0489
C 0.82512 -2.86591 1.62910 0.0048
C 1.70081 -3.24217 2.63874 0.0047
C 2.10457 -4.57955 2.75106 0.0004
C 1.81139 -5.54254 1.82999 0.0040
C 1.10761 -5.15861 0.66644 0.0005
C 0.93357 -5.99139 -0.51110 -0.0005
C 0.29338 -5.50800 -1.60000 0.0012
C -0.25968 -4.19496 -1.58425 0.0064
N -0.11687 -3.42718 -0.53794 0.0386
C 0.60683 -3.84040 0.53986 0.0021
H -4.23882 2.29156 1.05735 0.0001
H -3.01636 0.79419 -0.56349 0.0008
H -3.56396 2.31916 3.42163 0.0002
H -2.03068 1.31404 5.20989 0.0003
H -0.21417 -0.17245 5.78861 -0.0001
H 0.59166 -1.77585 4.28130 0.0006
H 2.08437 -2.58432 3.36953 0.0003
H 2.67160 -4.94198 3.63389 0.0000
H 2.09068 -6.60397 1.90997 0.0003
H 1.31677 -6.99666 -0.46433 -0.0001
H 0.18500 -6.04608 -2.47976 0.0003
H -0.95594 -3.82631 -2.31879 0.0011
C 0.13009 3.58825 -4.72845 0.0000
P 1.59071 3.11238 -3.71038 0.0000
C 2.73594 2.88567 -5.18191 0.0001
C 1.12771 1.36559 -3.21245 0.0000
C 2.23081 0.79255 -2.30893 0.0060
P 1.70835 -0.85829 -1.63711 0.0236
C 3.26362 -1.19205 -0.69140 0.0041
C 2.00075 -1.99824 -3.04878 0.0037
H -0.19333 2.75636 -5.34000 0.0000
H 0.35957 4.46964 -5.35008 0.0000
H -0.70530 3.83095 -4.07454 0.0000
H 2.37788 2.19612 -5.94524 0.0000
H 3.74907 2.59585 -4.84161 0.0000
H 2.89442 3.83719 -5.71669 0.0000
H 1.07190 0.64590 -4.06241 0.0000
H 0.13972 1.42472 -2.73430 -0.0002
H 2.29891 1.39494 -1.37038 0.0000
H 3.20620 0.73915 -2.80015 0.0011
H 4.03660 -1.37780 -1.46998 0.0009
H 3.17614 -1.93529 0.12858 0.0001
H 3.43566 -0.27168 -0.11000 0.0000
H 3.06934 -1.97388 -3.35785 0.0008
H 1.31239 -1.78812 -3.84489 -0.0001
H 1.78054 -3.00157 -2.71467 0.0000
O 0.87771 1.41557 0.27641 0.0042
S 1.34316 1.48895 1.68935 0.0002
C 2.92213 2.25032 1.64470 0.0000
C 3.90761 1.92009 2.57858 0.0000
C 5.17319 2.52293 2.51997 0.0000
C 5.46180 3.41798 1.45994 0.0000
C 4.49755 3.68505 0.48685 0.0000
C 3.23523 3.12088 0.60413 0.0000
C 0.56023 2.95925 2.36659 0.0001
C -0.21399 3.68871 1.50975 0.0000
C -0.79151 4.88345 1.92573 0.0000
C -0.62616 5.27924 3.24175 0.0000
C 0.03885 4.41094 4.16880 0.0000
C 0.62316 3.27179 3.72039 0.0000
H 3.71167 1.22601 3.35464 0.0000
H 5.90168 2.23011 3.23114 0.0000
H 6.48495 3.79793 1.28477 0.0000
H 4.76621 4.39623 -0.24064 0.0000
H 2.43437 3.42694 -0.03297 0.0000
H -0.36069 3.36776 0.44571 0.0000
H -1.34206 5.47028 1.18003 0.0000
H -0.92920 6.27377 3.57448 0.0000
H 0.17108 4.71760 5.18929 0.0000
H 1.31713 2.74897 4.36634 0.0000
O -8.56551 -2.72766 -2.34794 0.0002
C -7.58214 -3.04708 -1.41694 0.0006
O -7.88199 -3.72079 -0.46033 0.0010
C -6.19357 -2.44610 -1.66841 0.0040
C -5.08756 -3.18483 -1.19192 -0.0005
C -3.76216 -2.80964 -1.41223 0.0062
C -3.46025 -1.64044 -2.11169 0.0120
S -1.86251 -1.11211 -2.57613 0.0541
C -4.61115 -0.85816 -2.49293 0.0058
C -5.91617 -1.27842 -2.34504 0.0003
H -8.21776 -2.23389 -3.08473 0.0000
H -5.28719 -4.04667 -0.58041 -0.0001
H -2.98915 -3.51086 -1.11809 0.0006
H -4.46880 0.11863 -2.94860 0.0006
H -6.73581 -0.63033 -2.66339 -0.0001

***

No. 4
98
Properties=species:S:1:pos:R:3:lowdin_spin:R:1 method="wB97M-V/def2-TZVPD" multiplicity=3 homo_energy_ev="-3.88 / -4.62" s2=2.02 gap_ev="5.93 / 6.29" charge=-1
Ti -1.04283 0.48029 -0.44788 0.9721
I 4.08509 2.95746 -5.83234 -0.0001
C 2.89296 1.99135 -4.42131 -0.0006
C 1.63063 1.55430 -4.77361 0.0004
C 0.82496 0.94583 -3.81563 0.0000
I -1.04355 0.25155 -4.40240 0.0084
C 1.25803 0.78170 -2.50445 0.0035
O 0.44123 0.33558 -1.55949 0.0046
C 2.57645 1.17514 -2.17981 -0.0003
C 3.11376 0.83343 -0.81616 0.0004
N 3.18933 -0.60729 -0.59346 0.0002
C 4.16793 -1.30969 -1.41889 0.0000
C 3.60161 -2.44976 -2.23432 0.0000
C 4.37117 -3.58832 -2.47668 0.0001
C 3.85094 -4.58737 -3.27783 0.0000
C 2.57695 -4.43113 -3.80332 0.0002
C 1.88035 -3.27528 -3.49208 0.0001
N 2.37852 -2.30375 -2.73005 0.0000
C 3.37314 1.78799 -3.13181 0.0002
H 1.25695 1.69009 -5.77839 0.0002
H 4.11804 1.24529 -0.68734 0.0000
H 2.47504 1.26649 -0.04275 0.0004
H 2.25822 -0.96209 -0.78118 0.0001
H 4.64585 -0.62349 -2.13168 0.0000
H 4.97322 -1.70829 -0.79019 0.0000
H 5.35456 -3.67997 -2.03358 0.0000
H 4.42726 -5.48135 -3.48251 0.0000
H 2.12721 -5.18570 -4.43401 0.0000
H 0.87326 -3.12001 -3.85818 0.0001
H 4.37609 2.09792 -2.86413 0.0000
C 0.89179 3.90413 3.66569 0.0003
C -0.35766 3.50734 4.12863 0.0003
C -1.20437 2.74417 3.34090 -0.0002
C -0.83037 2.35657 2.04392 0.0028
C 0.44582 2.73676 1.60551 0.0046
C 1.28762 3.49847 2.39860 0.0004
N -1.58414 1.52687 1.22880 0.0136
C -2.97917 1.51919 1.26401 0.0440
C -3.80904 2.52215 1.77521 -0.0032
C -5.19058 2.41151 1.73778 0.0524
C -5.79394 1.28880 1.18152 -0.0033
C -5.00005 0.30433 0.61906 0.0451
C -3.61389 0.42431 0.62402 0.0013
N -2.76103 -0.49008 -0.01569 0.2693
N -3.35229 -1.57016 -0.49935 0.2953
C -2.48634 -2.56486 -0.87914 0.0306
C -3.04863 -3.76239 -1.36851 0.0471
C -2.23359 -4.84506 -1.57305 0.0114
C -0.86930 -4.73780 -1.28942 0.0688
C -0.39740 -3.50982 -0.87599 0.0001
N -1.16369 -2.43086 -0.69855 0.0776
H 1.54502 4.50683 4.28271 0.0000
H -0.67590 3.78396 5.12695 0.0000
H -2.14840 2.40457 3.74428 0.0001
H 0.77704 2.42505 0.61973 0.0032
H 2.26137 3.78169 2.01648 0.0000
H -3.36092 3.41851 2.18029 -0.0015
H -5.79776 3.21372 2.13868 0.0036
H -6.87218 1.19356 1.16656 -0.0017
H -5.43165 -0.56493 0.14161 0.0047
H -4.11631 -3.79797 -1.53317 0.0012
H -2.64869 -5.78104 -1.92727 -0.0010
H -0.19222 -5.57280 -1.40454 0.0045
H 0.65117 -3.38713 -0.64945 -0.0013
C 2.51843 0.48503 3.87450 0.0002
C 1.08735 -0.04132 3.98871 0.0017
Sb 0.39838 -1.00145 2.18754 0.0103
C -1.54887 -1.52681 2.93293 0.0031
C -1.60347 -1.95695 4.39524 0.0005
C 1.27517 -2.91912 2.71067 0.0049
C 2.68722 -3.15334 2.17043 0.0003
H 2.82587 1.01622 4.77932 0.0000
H 2.61779 1.18293 3.04085 0.0000
H 3.23326 -0.32570 3.71598 0.0000
H 0.39746 0.77329 4.21915 0.0000
H 1.01438 -0.78301 4.78608 0.0001
H -1.90790 -2.32375 2.27710 0.0003
H -2.19227 -0.66469 2.75320 0.0007
H -0.95031 -2.80809 4.59916 0.0001
H -2.61854 -2.25350 4.67417 0.0000
H -1.30759 -1.14853 5.06455 0.0000
H 0.59704 -3.69922 2.35529 0.0001
H 1.27025 -2.95755 3.80158 0.0004
H 2.68880 -3.27331 1.08774 0.0001
H 3.14264 -4.04410 2.61355 0.0001
H 3.34980 -2.31120 2.37781 0.0000
N -3.33576 6.91535 -3.66033 0.0037
C -2.99546 5.91231 -3.20979 0.0013
C -2.56857 4.65241 -2.64586 0.0075
C -3.49574 3.63927 -2.41120 -0.0014
C -3.07655 2.43917 -1.86177 0.0075
C -1.73889 2.18438 -1.51152 -0.0053
C -0.84038 3.22706 -1.78960 0.0054
C -1.22863 4.43995 -2.33872 -0.0019
H -4.53716 3.79717 -2.66325 -0.0003
H -3.82996 1.67201 -1.71188 0.0006
H 0.22106 3.09830 -1.58791 0.0002
H -0.50153 5.21831 -2.53512 -0.0004

***

Looking at DFT total energy for the records above, in order, we have -3278.286650, -2641.891624, -4797.196467, -3808.102800 a.u..